(1)
# C3H5O3

A cluster of 2 separate species, C3H5O3 in total (ωB97M-V/def2-TZVPD, OMol25).

Results
Relative energy (zero: lowest compared OMol25 entry of this formula, charge and spin) in kJ/mol: 50.9
E_tot in a.u.: -343.06871
LUMO in eV: 4.00
Total charge: -1
M in g mol⁻¹: 89.1
Orbital gap in eV: 8.0
Highest occupied orbital energy in eV: -4.022

Last column: Mulliken charge in e.
Positions of all 11 atoms, in Å:
O 2.47 0.47 -1.04  -0.531
C 1.46 0.07 -0.49  0.252
C 1.50 -0.58 0.87  -0.751
H 0.58 -0.20 -1.10  0.255
H 0.47 -0.89 1.06  0.258
H 2.10 -1.49 0.81  0.265
H 1.93 0.10 1.61  0.235
O -2.18 1.53 0.33  -0.634
C -2.60 0.65 -0.43  -0.070
O -2.00 -0.22 -1.11  -0.613
H -3.72 0.55 -0.52  0.334

***

(2)
# C3H5O3

The ion C3H5O3 with charge +1 (ωB97M-V/def2-TZVPD, OMol25).

Results
Relative energy (zero: lowest compared OMol25 entry of this formula, charge and spin) in kJ/mol: 628.3
E_tot in a.u.: -342.46808
LUMO (spin up / spin down) in eV: -9.14 / -9.12
Total charge: +1
M in g mol⁻¹: 89.1
Orbital gap (spin up / spin down) in eV: 7.4 / 7.4
Highest occupied orbital energy (spin up / spin down) in eV: -16.525 / -16.535

Last column: Mulliken charge in e.
Positions of all 11 atoms, in Å:
C -0.38 1.35 -0.34  -0.019
C -0.10 -0.27 -0.60  0.382
C 0.82 -0.48 0.58  -1.070
O -1.21 -0.94 -0.65  0.171
O -1.72 -1.44 0.43  -0.159
O -1.28 1.66 0.32  -0.198
H 0.54 1.92 -0.65  0.421
H 0.24 -0.29 -1.74  0.385
H 0.99 0.45 1.19  0.368
H 1.88 -0.67 0.22  0.336
H 0.23 -1.29 1.22  0.383

***

(3)
# C3H5O3P

The ion C3H5O3P with charge -2 (ωB97M-V/def2-TZVPD, OMol25).

Results
Relative energy (zero: lowest compared OMol25 entry of this formula, charge and spin) in kJ/mol: 0.0
Spin multiplicity: 3
E_tot in a.u.: -684.25121
LUMO (spin up / spin down) in eV: 7.08 / 6.68
Total charge: -2
M in g mol⁻¹: 120.0
Orbital gap (spin up / spin down) in eV: 5.0 / 5.6
Highest occupied orbital energy (spin up / spin down) in eV: 2.093 / 1.039

Last column: Löwdin spin population.
Positions of all 12 atoms, in Å:
C -0.84 1.51 -0.09  0.823
C -0.10 0.11 -0.29  0.697
C -0.96 -1.01 0.05  0.118
O 2.33 1.22 -0.08  0.006
O 1.67 -0.52 1.51  0.094
O 2.05 -1.18 -1.00  0.029
P 1.70 -0.13 0.04  0.015
H -0.29 2.42 -0.30  0.057
H -1.86 1.46 -0.14  0.079
H -2.00 -0.61 0.58  0.020
H -1.35 -1.57 -0.94  0.052
H -0.36 -1.70 0.67  0.011

***

(4)
# C3H5O3P

The molecule C3H5O3P (ωB97M-V/def2-TZVPD, OMol25).

Results
Relative energy (zero: lowest compared OMol25 entry of this formula, charge and spin) in kJ/mol: 286.1
E_tot in a.u.: -684.31698
LUMO in eV: -1.72
M in g mol⁻¹: 120.0
Orbital gap in eV: 8.9
Highest occupied orbital energy in eV: -10.582

Last column: Mulliken charge in e.
Positions of all 12 atoms, in Å:
C 0.41 -1.55 -0.81  -0.416
C -0.86 -1.39 -0.56  0.269
C 0.32 1.71 -0.18  -0.987
O -0.38 0.83 2.36  -0.672
O 1.17 -0.83 1.08  -0.557
O -1.25 -0.59 0.41  -0.369
P 0.05 0.31 1.08  1.027
H 0.99 -2.27 -1.25  0.403
H -1.58 -2.08 -1.18  0.287
H -0.70 1.94 -0.52  0.308
H 0.76 2.52 0.36  0.329
H 1.07 1.40 -0.80  0.378

***

(5)
# C3H5O3Ru

A structure of composition C3H5O3Ru (ωB97M-V/def2-TZVPD, OMol25).

Results
Relative energy (zero: lowest compared OMol25 entry of this formula, charge and spin) in kJ/mol: 168.1
Spin multiplicity: 7
E_tot in a.u.: -437.28803
LUMO (spin up / spin down) in eV: -4.99 / -9.75
Total charge: +1
M in g mol⁻¹: 190.1
Orbital gap (spin up / spin down) in eV: 5.4 / 4.5
Highest occupied orbital energy (spin up / spin down) in eV: -10.390 / -14.234

Last column: Löwdin spin population.
Positions of all 12 atoms, in Å:
H 0.22 -0.89 -1.74  0.012
C 0.79 -1.01 -0.80  0.148
C -0.20 -1.06 0.36  0.126
O -1.14 0.05 0.37  0.562
C -0.69 1.25 0.44  0.674
O -1.71 2.07 0.46  0.428
Ru 1.57 1.64 0.19  3.513
O 1.77 -0.05 -0.59  0.473
H 1.23 -2.02 -0.83  0.017
H 0.41 -1.01 1.30  0.039
H -0.84 -1.95 0.29  0.001
H -1.40 2.98 0.55  0.008

***

(6)
# C3H5O3S2

The ion C3H5O3S2 with charge -1 (ωB97M-V/def2-TZVPD, OMol25).

Results
Relative energy (zero: lowest compared OMol25 entry of this formula, charge and spin) in kJ/mol: 5.1
E_tot in a.u.: -1139.48369
LUMO in eV: 3.05
Total charge: -1
M in g mol⁻¹: 153.2
Orbital gap in eV: 7.8
Highest occupied orbital energy in eV: -4.700

Last column: Mulliken charge in e.
Positions of all 13 atoms, in Å:
O 2.31 -0.57 -0.80  -0.761
C 1.83 0.06 0.15  0.575
O 2.25 0.30 1.28  -0.713
C 0.40 0.68 -0.23  -0.128
O 0.14 0.36 -1.55  -0.562
C -0.70 -0.03 0.78  -0.221
S -0.67 -1.85 0.70  -0.229
S -2.33 0.64 0.34  -0.266
H 0.34 1.75 -0.04  0.323
H 0.91 -0.24 -1.75  0.370
H -0.47 0.27 1.80  0.351
H -1.94 -1.97 0.28  0.121
H -2.06 0.60 -0.96  0.141

***

(7)
# C3H5O3Tl

A structure of composition C3H5O3Tl (ωB97M-V/def2-TZVPD, OMol25).

Results
Relative energy (zero: lowest compared OMol25 entry of this formula, charge and spin) in kJ/mol: 325.2
Spin multiplicity: 2
E_tot in a.u.: -515.06252
LUMO (spin up / spin down) in eV: -6.09 / -6.07
Total charge: +1
M in g mol⁻¹: 293.5
Orbital gap (spin up / spin down) in eV: 6.1 / 9.4
Highest occupied orbital energy (spin up / spin down) in eV: -12.200 / -15.443

Last column: Löwdin spin population.
Positions of all 12 atoms, in Å:
H 3.80 -0.97 0.03  0.032
O -0.39 1.19 -0.84  0.142
C 0.46 1.19 0.24  0.535
C -1.47 0.31 -0.54  0.011
O 1.70 1.48 0.05  0.140
O 0.34 -0.14 0.83  0.075
C -0.80 -0.80 0.28  0.015
H -1.89 -0.05 -1.49  0.001
H -2.24 0.84 0.03  0.003
H -0.47 -1.64 -0.34  0.004
H -1.44 -1.16 1.09  0.001
Tl 2.40 -0.25 0.65  0.041

***

(8)
# C3H5O4Rh

A structure of composition C3H5O4Rh (ωB97M-V/def2-TZVPD, OMol25).

Results
Relative energy (zero: lowest compared OMol25 entry of this formula, charge and spin) in kJ/mol: 114.2
Spin multiplicity: 6
E_tot in a.u.: -528.26697
LUMO (spin up / spin down) in eV: -3.61 / -9.60
Total charge: +1
M in g mol⁻¹: 208.0
Orbital gap (spin up / spin down) in eV: 8.7 / 6.3
Highest occupied orbital energy (spin up / spin down) in eV: -12.341 / -15.877

Last column: Löwdin spin population.
Positions of all 13 atoms, in Å:
C -1.60 -0.24 1.64  0.012
O -0.47 0.28 0.99  0.190
C -0.08 -0.43 -0.18  0.120
O 0.52 0.50 -1.00  0.673
Rh 0.76 2.35 -0.22  3.686
H -1.80 0.40 2.51  0.001
H -2.48 -0.24 0.98  0.002
H -1.40 -1.27 1.99  0.005
H -0.98 -0.81 -0.70  0.054
H 0.60 -1.25 0.10  0.045
O 2.60 1.34 -1.82  0.175
C 2.06 0.25 -1.99  0.017
O 2.25 -0.88 -2.30  0.021

***

(9)
# C3H5O6S

The ion C3H5O6S with charge -1 (ωB97M-V/def2-TZVPD, OMol25).

Results
Relative energy (zero: lowest compared OMol25 entry of this formula, charge and spin) in kJ/mol: 43.5
E_tot in a.u.: -967.00454
LUMO in eV: 3.61
Total charge: -1
M in g mol⁻¹: 169.1
Orbital gap in eV: 9.2
Highest occupied orbital energy in eV: -5.581

Last column: Mulliken charge in e.
Positions of all 15 atoms, in Å:
C -2.28 -0.73 0.25  -0.687
O -1.32 0.02 -0.52  -0.317
C -0.44 0.71 0.20  0.640
O -0.65 1.13 1.30  -0.650
C 0.75 0.83 -0.70  0.022
O 1.56 1.88 -0.35  -0.593
S 1.66 -0.67 -0.09  1.159
O 0.72 -1.59 0.52  -0.650
O 2.57 -0.07 0.86  -0.742
O 2.37 -1.14 -1.30  -0.708
H -2.39 -0.19 1.27  0.294
H -1.92 -1.72 0.23  0.249
H -3.29 -0.72 -0.12  0.247
H 0.39 0.86 -1.80  0.285
H 2.26 1.39 0.26  0.448

***

(10)
# C3H5P

The molecule C3H5P (ωB97M-V/def2-TZVPD, OMol25).

Results
Relative energy (zero: lowest compared OMol25 entry of this formula, charge and spin) in kJ/mol: 84.8
E_tot in a.u.: -458.54919
LUMO in eV: 0.47
M in g mol⁻¹: 72.0
Orbital gap in eV: 9.3
Highest occupied orbital energy in eV: -8.803

Last column: Mulliken charge in e.
Positions of all 9 atoms, in Å:
C 1.00 -0.03 -0.41  -0.867
C 0.27 -0.43 0.78  0.342
P -0.07 -0.82 2.37  -0.165
C -1.31 -0.01 1.08  -0.714
H 0.24 0.20 -1.15  0.305
H 1.57 -0.86 -0.68  0.307
H 1.50 0.86 -0.29  0.321
H -1.69 1.08 1.22  0.222
H -2.14 -0.62 0.73  0.250

***

(11)
# C3H5P

The molecule C3H5P (ωB97M-V/def2-TZVPD, OMol25).

Results
Relative energy (zero: lowest compared OMol25 entry of this formula, charge and spin) in kJ/mol: 304.6
E_tot in a.u.: -458.46549
LUMO (spin up / spin down) in eV: -0.13 / -0.08
M in g mol⁻¹: 72.0
Orbital gap (spin up / spin down) in eV: 7.9 / 7.8
Highest occupied orbital energy (spin up / spin down) in eV: -7.993 / -7.844

Last column: Mulliken charge in e.
Positions of all 9 atoms, in Å:
C -0.85 0.54 -0.09  0.020
C 0.55 0.87 -0.04  -0.157
C 0.97 -0.54 -0.12  -0.788
P -2.28 -0.22 -0.09  -0.257
H 0.89 1.53 -0.74  0.272
H 0.89 1.18 0.94  0.218
H 1.04 -0.99 0.82  0.375
H 0.92 -0.82 -1.20  0.310
H -2.14 -1.55 0.51  0.008

***

(12)
# C3H5P

A structure of composition C3H5P (ωB97M-V/def2-TZVPD, OMol25).

Results
Relative energy (zero: lowest compared OMol25 entry of this formula, charge and spin) in kJ/mol: 103.8
Spin multiplicity: 3
E_tot in a.u.: -458.46909
LUMO (spin up / spin down) in eV: 1.15 / -1.99
M in g mol⁻¹: 72.0
Orbital gap (spin up / spin down) in eV: 7.2 / 7.2
Highest occupied orbital energy (spin up / spin down) in eV: -6.084 / -9.155

Last column: Löwdin spin population.
Positions of all 9 atoms, in Å:
C 0.63 1.16 0.08  0.820
C -0.67 0.31 0.08  0.103
C 0.07 -1.04 0.08  0.097
P 1.71 -0.15 -0.02  0.848
H 0.97 2.21 -0.03  0.034
H -1.61 0.45 0.74  0.012
H -1.02 0.54 -1.07  0.055
H 0.05 -1.72 0.93  0.016
H -0.13 -1.75 -0.78  0.015

***

> Which value of relative energy (zero: lowest compared OMol25 entry of this formula, charge and spin) does entry 5 give?

168.1 kJ/mol

***

> Look up the relative energy (zero: lowest compared OMol25 entry of this formula, charge and spin) of the sixth one.

5.1 kJ/mol

***

> Among the records above, which one has the lowest E_tot?

C3H5O3S2